Record 1
C42H47BCl2F4HoN3O2SSi4 | ωB97M-V/def2-TZVPD

Computed properties:
**<S²>**: 6.004
**Net charge**: -2
**Frontier orbital gap (alpha / beta)**: 4.310 / 4.315 eV
**Multiplicity**: 5

Last column: Löwdin charge in e.
Geometry (Å):
1 Ho 1.36793 0.43096 -1.16434  1.495
2 Cl 2.06653 5.31024 -2.44835  0.740
3 C 3.34460 4.16343 -2.33892  -0.560
4 C 4.65660 4.64147 -2.55221  -0.117
5 C 5.70634 3.68704 -2.49505  -0.650
6 Cl 7.29290 4.29064 -2.32819  0.667
7 C 5.37171 2.31369 -2.30430  -0.176
8 C 6.36813 1.30718 -2.30381  -0.022
9 C 6.04512 -0.04130 -2.20240  -0.050
10 C 4.69032 -0.32670 -2.14630  -0.166
11 N 3.70419 0.56293 -2.27422  0.045
12 C 4.04263 1.86484 -2.28344  -0.171
13 C 2.96468 2.79822 -2.13147  -0.383
14 O 1.77402 2.47302 -1.84396  -0.176
15 H 4.93968 5.67361 -2.67791  0.091
16 H 7.45362 1.54794 -2.43699  0.104
17 H 6.81487 -0.85552 -2.28426  0.123
18 H 4.42867 -1.32072 -1.80857  0.072
19 C -4.95055 -2.31566 1.62666  -0.220
20 Si -3.06176 -2.15589 1.20041  0.354
21 C -2.41121 -2.23119 2.98194  -0.228
22 C -3.02130 -0.31564 0.68139  -0.176
23 C -2.25184 -3.28864 0.02352  -0.445
24 Si -3.23348 -3.64599 -1.53037  0.337
25 C -4.25166 -5.21675 -1.28262  -0.206
26 C -2.20346 -3.82986 -3.07656  -0.198
27 C -4.42245 -2.26750 -2.10555  -0.190
28 Si -0.77928 -4.32756 0.28162  0.387
29 C -0.79384 -6.02380 -0.48802  -0.209
30 C -0.26650 -4.87042 2.08394  -0.195
31 C 0.74374 -3.64082 -0.55109  -0.323
32 C 1.91839 -4.33728 -0.26276  -0.111
33 C 2.94425 -4.34261 -1.18243  -0.102
34 C 2.89850 -3.54392 -2.33129  -0.086
35 C 1.71408 -2.72545 -2.43319  -0.183
36 N 0.68480 -2.71314 -1.57355  0.072
37 H -5.41680 -1.31341 1.86939  0.026
38 H -5.11313 -3.01057 2.49110  0.014
39 H -5.55910 -2.78053 0.84973  -0.017
40 H -2.96807 -1.57402 3.66398  0.010
41 H -1.32031 -1.97315 3.02627  -0.013
42 H -2.49856 -3.27113 3.44577  0.034
43 H -3.64355 0.23352 1.37652  0.009
44 H -3.40714 -0.21006 -0.30737  0.002
45 H -1.99134 0.08309 0.80099  0.019
46 H -3.61854 -6.16898 -1.34923  0.032
47 H -4.98320 -5.18121 -2.08959  -0.001
48 H -4.78120 -5.34123 -0.34500  0.008
49 H -1.19363 -4.26775 -2.77451  0.013
50 H -1.92148 -2.81304 -3.48407  0.043
51 H -2.63274 -4.51592 -3.77912  0.003
52 H -5.09775 -1.95126 -1.25212  0.030
53 H -4.92014 -2.73265 -2.94172  0.003
54 H -3.88182 -1.44521 -2.54761  0.007
55 H -1.60485 -6.64665 -0.01083  0.045
56 H 0.20098 -6.50721 -0.43917  0.025
57 H -1.02438 -6.01698 -1.55224  0.004
58 H -1.13437 -5.26390 2.64621  0.020
59 H 0.04982 -3.98618 2.66731  0.000
60 H 0.49704 -5.62829 2.08714  -0.009
61 H 2.03798 -4.84911 0.67822  0.096
62 H 3.72877 -5.06675 -0.98769  0.096
63 H 3.71841 -3.51845 -3.07874  0.097
64 H 1.63408 -1.97016 -3.23812  0.092
65 F -1.80017 -0.07642 -3.87736  0.161
66 B -0.83346 0.80363 -3.45100  -1.079
67 F -0.99765 1.17789 -2.01017  0.006
68 F -0.72314 1.92579 -4.22405  0.164
69 F 0.54754 0.11555 -3.39350  -0.095
70 O 0.52448 1.46661 0.48352  -0.450
71 Si 0.10421 2.73477 1.33006  0.439
72 C -0.61433 2.29514 3.01661  -0.189
73 C -1.09622 3.31670 3.82224  -0.125
74 C -1.69432 3.05496 5.04721  -0.129
75 C -1.65970 1.81616 5.58704  -0.118
76 C -1.25049 0.75241 4.80003  -0.102
77 C -0.73285 0.94143 3.54012  -0.043
78 C -1.27048 3.59380 0.35870  -0.200
79 C -2.62655 3.51962 0.71055  -0.074
80 C -3.52537 3.66557 -0.34985  -0.101
81 C -3.16034 4.07001 -1.62643  -0.105
82 C -1.85029 4.40304 -1.86926  -0.081
83 C -0.89585 4.18921 -0.85744  -0.101
84 C 1.62653 3.75850 1.77188  -0.180
85 C 2.72991 3.22449 2.43652  -0.081
86 C 3.91707 3.97446 2.69184  -0.089
87 C 3.96560 5.29575 2.28474  -0.137
88 C 2.85926 5.88271 1.70995  -0.133
89 C 1.72091 5.16297 1.45428  -0.085
90 H -1.09342 4.39249 3.48594  0.121
91 H -2.21336 3.85472 5.52846  0.086
92 H -2.00838 1.61984 6.58264  0.089
93 H -1.40808 -0.26929 5.11157  0.091
94 H -0.34136 0.09072 3.02998  0.062
95 H -2.97834 3.46524 1.72560  0.092
96 H -4.56863 3.37184 -0.21179  0.097
97 H -3.96799 4.13461 -2.36678  0.102
98 H -1.47005 4.72747 -2.79069  0.083
99 H 0.14028 4.26938 -1.08807  0.018
100 H 2.71650 2.21198 2.79343  0.093
101 H 4.76755 3.44002 3.17435  0.103
102 H 4.84787 5.96377 2.43121  0.102
103 H 2.92913 6.94854 1.43338  0.102
104 H 0.95219 5.56290 0.83249  0.076
105 S 2.95056 -0.76310 0.68761  0.565
106 C 1.51500 -1.30158 1.23722  -0.911
107 N 0.52227 -1.82594 1.55431  0.126


Record 2
C42H47BrGeNOTc | ωB97M-V/def2-TZVPD

Computed properties:
**Net charge**: +2
**Frontier orbital gap (alpha / beta)**: 3.565 / 3.592 eV
**Multiplicity**: 1

Last column: Löwdin charge in e.
Geometry (Å):
1 Tc 1.23613 1.02200 1.87453  1.157
2 C 3.18636 -5.64528 -0.77326  -0.022
3 C 2.52560 -4.75326 -1.83649  -0.547
4 C 3.60598 -4.25469 -2.81250  -0.021
5 C 1.50628 -5.59281 -2.60794  -0.042
6 C 1.89677 -3.55140 -1.16455  -0.106
7 C 2.69402 -2.70911 -0.37912  -0.038
8 C 2.13318 -1.62041 0.22859  -0.470
9 Br 3.23941 -0.45394 1.29587  0.935
10 C 0.77628 -1.23643 0.09243  -0.334
11 O 0.32753 -0.13185 0.63152  -0.232
12 C -0.04473 -2.10387 -0.69058  -0.044
13 C 0.54994 -3.21669 -1.27743  0.058
14 C -1.54708 -1.93843 -0.86352  -0.508
15 C -2.23910 -3.16045 -0.23320  -0.015
16 C -2.14234 -0.67778 -0.24054  -0.041
17 C -1.89402 -1.88743 -2.36250  -0.010
18 H 3.63100 -6.51028 -1.25738  0.100
19 H 2.44844 -5.99652 -0.05620  0.098
20 H 3.97190 -5.12427 -0.23371  0.082
21 H 4.06921 -5.10488 -3.30597  0.100
22 H 4.38367 -3.69951 -2.29600  0.083
23 H 3.17005 -3.61042 -3.57171  0.088
24 H 2.00568 -6.44423 -3.06183  0.099
25 H 1.03815 -5.02255 -3.40646  0.092
26 H 0.73734 -5.98200 -1.94448  0.095
27 H 3.74270 -2.91315 -0.23642  0.121
28 H -0.08049 -3.87458 -1.85129  0.107
29 H -1.93532 -3.29159 0.80424  0.079
30 H -2.01169 -4.07530 -0.77095  0.088
31 H -3.31584 -3.01743 -0.26518  0.099
32 H -2.02032 -0.65422 0.84127  0.062
33 H -3.20734 -0.65642 -0.46122  0.104
34 H -1.70087 0.22356 -0.65360  0.059
35 H -1.53916 -2.76180 -2.89724  0.087
36 H -1.46897 -0.99933 -2.82035  0.072
37 H -2.97390 -1.84101 -2.47143  0.102
38 C -3.36055 -1.90392 3.53985  -0.067
39 N -2.10261 -1.29481 3.85376  -0.264
40 C -0.93150 -2.07193 3.57331  -0.067
41 C -1.98975 0.12008 3.64987  -0.167
42 C -0.79905 0.68787 4.37975  -0.227
43 C -0.73921 0.60117 5.77056  0.004
44 C 0.33226 1.12635 6.46509  -0.029
45 C 1.35146 1.78142 5.78677  -0.050
46 C 1.30438 1.84836 4.40056  -0.143
47 C 0.25329 1.26708 3.69072  -0.205
48 H -3.42658 -2.87136 4.03630  0.096
49 H -3.48027 -2.06464 2.45869  0.076
50 H -4.18181 -1.27883 3.88533  0.094
51 H -1.09901 -3.10815 3.85924  0.101
52 H -0.08712 -1.68601 4.14592  0.087
53 H -0.68281 -2.04629 2.50092  0.068
54 H -2.90745 0.59803 4.00406  0.140
55 H -1.86258 0.38023 2.58218  0.092
56 H -1.53239 0.09430 6.29863  0.136
57 H 0.37303 1.03250 7.54013  0.125
58 H 2.16271 2.22995 6.33724  0.120
59 H 2.08600 2.41021 3.85546  0.109
60 C 0.70861 2.56015 0.99155  -0.070
61 Ge 0.23055 3.31615 -0.73978  0.991
62 C 0.59490 5.17131 -1.34242  -0.284
63 C 1.27458 5.35565 -2.53729  -0.108
64 C 1.41698 6.63646 -3.04418  -0.060
65 C 0.86497 7.71064 -2.36736  -0.055
66 C 0.18957 7.51856 -1.17357  -0.062
67 C 0.03601 6.24176 -0.66011  -0.106
68 C 1.29629 1.96352 -1.75168  -0.291
69 C 2.67640 2.07521 -1.86040  -0.118
70 C 3.39035 1.14571 -2.59905  -0.063
71 C 2.73309 0.09218 -3.21478  -0.059
72 C 1.35783 -0.01820 -3.10915  -0.068
73 C 0.64010 0.91796 -2.38402  -0.105
74 C -1.71231 2.94672 -0.63185  -0.296
75 C -2.47489 2.83210 -1.78578  -0.101
76 C -3.82243 2.52087 -1.68509  -0.058
77 C -4.40275 2.35452 -0.43882  -0.061
78 C -3.64046 2.48573 0.71114  -0.069
79 C -2.29253 2.78376 0.61719  -0.134
80 H 1.68613 4.50660 -3.06960  0.096
81 H 1.94146 6.78839 -3.97523  0.114
82 H 0.94308 8.70400 -2.78505  0.117
83 H -0.23650 8.35965 -0.64906  0.114
84 H -0.50793 6.07936 0.26001  0.103
85 H 3.18808 2.90669 -1.39169  0.113
86 H 4.45873 1.25508 -2.71290  0.116
87 H 3.29124 -0.62715 -3.79804  0.112
88 H 0.84145 -0.82257 -3.61249  0.110
89 H -0.43801 0.86218 -2.32791  0.080
90 H -2.02153 2.98967 -2.75581  0.113
91 H -4.41720 2.42036 -2.58029  0.116
92 H -5.45760 2.13389 -0.36304  0.116
93 H -4.09491 2.36652 1.68258  0.110
94 H -1.67624 2.88272 1.50419  0.076


Going through the records in order, we get E values of -5792.8857; -6489.6030 Eh.